99
Properties=species:S:1:pos:R:3:forces:R:3:lowdin_charge:R:1 method="wB97M-V/def2-TZVPD" gap_ev=9.90 molar_mass_g_mol=506.76 de_lowest_kj_mol=457.7 e_homo_ev=-9.641 spin_multiplicity=1
C -0.6828 0.7031 -0.4999 0.2209 0.9601 -0.6353 -0.0591
C 0.1343 -0.5587 -0.2207 -0.4834 0.8137 1.2983 -0.2763
O -0.2223 -1.0327 1.0716 -0.3674 -0.4483 0.6020 -0.1151
H -1.7648 0.6409 -0.3745 -0.0377 -0.7235 -0.2909 0.0667
H -0.4600 1.1576 -1.4682 -0.1573 -0.4152 -0.3655 0.0564
H -0.4599 1.5564 0.1448 0.5678 -0.4072 0.5513 0.0667
H 1.1819 -0.3097 -0.0529 0.1289 -0.0764 -0.9994 0.0830
H -0.0582 -1.4311 -0.8456 0.5152 0.5849 -0.9386 0.1173
H -0.9998 -1.5691 0.8858 -0.3777 -0.2723 0.8927 0.0482
C 2.0962 3.8685 -1.8998 -0.2191 0.1335 0.1223 -0.0727
C 1.7003 4.8500 -2.9985 1.0285 0.8886 0.0257 -0.3328
O 0.3190 5.0907 -2.9986 -1.0975 -0.6387 0.4270 -0.0830
H 1.6483 2.8804 -2.0093 0.0266 -0.0056 -0.2276 0.0576
H 1.8013 4.2448 -0.9189 -0.2835 0.1515 -0.0787 0.0745
H 3.1776 3.7612 -1.8130 0.0386 -0.0507 -0.4099 0.0736
H 2.0707 4.6005 -3.9956 -0.1072 -0.6543 -0.0087 0.1070
H 2.1948 5.8062 -2.8015 0.2461 0.0589 0.2605 0.1045
H 0.0251 5.6413 -3.7271 0.3497 0.0335 -0.1010 0.0853
C -2.6558 -4.3118 2.7115 0.3163 0.0960 -0.1284 -0.0629
C -2.9493 -4.2555 1.2187 -0.0909 -0.6185 0.5858 -0.3023
O -2.3421 -3.0957 0.6808 0.3957 0.2049 -0.7479 -0.0961
H -1.5750 -4.3948 2.8382 0.0636 -0.1691 -0.0931 0.0576
H -3.1082 -5.1624 3.2199 -0.1705 0.0687 -0.1100 0.0786
H -2.9008 -3.3839 3.2293 -0.4281 -0.0108 -0.1340 0.0782
H -3.9986 -4.2652 0.9160 -0.2332 0.0568 0.5264 0.1079
H -2.5011 -5.1143 0.7136 0.0176 -0.2636 0.2474 0.1152
H -2.1332 -3.4130 -0.2029 0.2401 0.7230 -0.2926 0.0914
C 4.1150 -0.3110 2.0834 0.3625 -0.5043 0.6061 -0.0731
C 3.3876 0.9719 1.7711 0.1506 0.1799 -0.5835 -0.3397
O 3.1806 1.7981 2.8762 0.3420 0.3495 0.8500 -0.0720
H 4.6623 -0.6931 1.2210 -0.5678 -0.3969 -0.2234 0.0639
H 3.4419 -1.0248 2.5597 0.0377 -0.3498 -0.4359 0.0529
H 4.9225 -0.1997 2.8103 -0.0967 0.6587 0.1494 0.0817
H 2.3581 0.8282 1.4305 0.2509 -0.6469 -0.9773 0.0915
H 3.9774 1.4924 1.0147 -0.2687 0.3814 0.0157 0.1109
H 2.4469 1.3409 3.3033 -0.1401 0.2585 0.6602 0.0434
C 4.0877 0.0218 -1.9253 0.4395 -0.1154 -1.1289 -0.0684
C 2.8799 -0.4595 -2.6795 -0.9148 0.7231 0.1554 -0.3283
O 2.7602 0.2258 -3.9107 0.5425 0.1930 -0.2302 -0.0901
H 3.8971 -0.0661 -0.8578 0.4823 0.0382 -0.0074 0.0398
H 4.2438 1.0470 -2.2636 -0.0766 0.2260 0.5391 0.0757
H 4.9656 -0.5135 -2.2899 0.1904 -0.1371 0.5527 0.0791
H 2.0412 -0.1239 -2.0645 -0.3850 -0.5913 0.0228 0.0840
H 2.8652 -1.5387 -2.8423 -0.0896 -0.1061 0.2384 0.1153
H 1.8517 0.1320 -4.2256 0.0892 -0.2273 -0.2068 0.0236
C 3.8758 -3.9965 -0.4749 -0.2994 0.3453 -1.1386 -0.0656
C 2.7383 -3.1600 0.0860 0.3756 -1.0601 2.2287 -0.3343
O 1.5130 -3.6950 -0.3494 -0.7536 -0.1316 -0.4865 -0.0776
H 4.8694 -3.6912 -0.1490 -0.0827 0.3514 -0.2040 0.0744
H 3.7627 -3.9994 -1.5613 0.5685 0.2165 -0.1643 0.0692
H 3.7926 -5.0540 -0.2225 -0.4154 0.1305 0.4647 0.0771
H 2.6886 -2.0698 0.0569 0.7990 0.0806 -0.8521 0.0891
H 2.7882 -3.3661 1.1602 0.0728 0.2199 0.2780 0.0874
H 0.8821 -3.4121 0.3194 -0.3015 -0.0829 -0.1217 0.0469
C -0.2068 1.6188 -6.1754 -1.1616 0.7779 0.4258 -0.0738
C -0.7028 0.5919 -5.1696 -0.0500 0.9666 -0.3528 -0.3013
O 0.3497 -0.3351 -5.0770 -0.1105 -1.0994 0.3731 -0.0957
H -0.0524 1.0789 -7.1089 0.6364 0.3696 -0.0809 0.0787
H 0.6286 2.1485 -5.7186 0.5650 -0.4843 -0.5100 0.0776
H -0.8991 2.4385 -6.3812 -0.4287 -0.2418 -0.0272 0.0732
H -1.6110 0.0829 -5.4972 -0.1700 0.1403 0.0945 0.1132
H -0.8578 1.0342 -4.1855 -0.0536 -0.1011 0.0108 0.1075
H 0.3055 -0.8180 -5.9069 0.5033 -0.2808 0.0815 0.1022
C -0.3267 2.4498 4.4631 -0.3567 -1.0568 0.6872 -0.0782
C 0.0480 1.7139 3.1736 -1.9035 0.7627 0.3280 -0.3235
O 0.5933 0.4294 3.4722 0.7467 0.9832 -0.0726 -0.0931
H -0.9948 1.7415 4.9590 0.1046 -0.0429 0.3687 0.0719
H -0.9624 3.3298 4.3678 0.3746 0.1921 -0.6083 0.0735
H 0.4755 2.6598 5.1704 0.2410 0.0461 -0.2952 0.0736
H 0.5612 2.3867 2.4835 0.8755 -0.4929 0.0046 0.1069
H -0.9313 1.5550 2.7146 -0.0158 -0.1328 -0.3588 0.1036
H 0.4779 -0.1205 2.6859 -0.2192 -0.2216 -0.1739 0.0382
C -4.9847 -0.0233 0.9926 0.0969 0.5872 0.9058 -0.0950
C -6.0340 -1.0742 1.2636 -0.4570 -0.1179 -0.6000 -0.3172
O -7.3622 -0.5512 1.1018 0.2489 -0.2366 -0.0726 -0.0862
H -4.1252 -0.1309 1.6559 0.2338 -0.2744 -0.2720 0.0676
H -5.4101 0.9389 1.2826 -0.0051 0.1418 -0.2746 0.0733
H -4.6727 -0.0133 -0.0509 0.0355 0.1169 0.0543 0.0692
H -6.0194 -1.4977 2.2665 0.2223 0.1175 -0.0172 0.1120
H -5.8627 -1.8621 0.5267 -0.1785 -0.4481 0.2721 0.1013
H -7.5142 -0.4683 0.1566 -0.1394 0.1103 -0.0042 0.0777
C -2.9816 3.8139 -1.8924 0.9842 0.0293 -0.0258 -0.0796
C -3.9988 4.3581 -0.9088 -0.3567 1.1668 -0.0685 -0.2891
O -4.8659 5.2462 -1.6586 0.1178 -0.6301 -0.2774 -0.0959
H -2.7600 2.7560 -1.7483 -0.2528 -0.0759 -0.0295 0.0530
H -2.0145 4.3126 -1.8059 -0.0011 0.1160 0.2597 0.0571
H -3.2296 3.9976 -2.9376 -0.5940 -0.1875 0.1171 0.0771
H -3.5350 4.9636 -0.1278 0.3517 -0.0792 -0.0003 0.1046
H -4.5302 3.5772 -0.3620 -0.3804 -0.1445 -0.3878 0.0952
H -5.4205 5.8126 -1.1173 0.1645 -0.2263 0.4090 0.0733
C 1.1038 -2.7751 3.4582 -0.9275 -0.1239 1.2479 -0.0986
C 1.3638 -4.0018 4.3802 -1.3800 2.7482 -1.9745 -0.3015
O 2.4558 -4.6868 3.8072 -0.0497 -0.6134 1.2176 -0.0563
H 0.9928 -3.0702 2.4175 0.4661 0.1642 0.0231 0.0483
H 1.8048 -1.9748 3.6934 0.2697 -0.0760 -0.6583 0.0604
H 0.1336 -2.3681 3.7562 -0.1202 0.1755 -0.0701 0.0723
H 0.3804 -4.4714 4.3472 0.6036 -1.3002 0.1085 0.0942
H 1.4348 -3.5223 5.3579 0.7801 -0.8271 0.4311 0.1136
H 3.2244 -4.2592 4.1959 0.2767 -0.2200 -0.1860 0.0890